{"formula": "C5H4N2", "method": "ωB97M-V/def2-TZVPD", "elements": ["C", "C", "C", "C", "C", "N", "N", "H", "H", "H", "H"], "coordinates": [[-1.276200, 1.314898, 1.912367], [-0.348252, 1.563122, 1.076924], [0.317468, 0.791159, 0.179241], [-0.026871, 0.452457, -1.206667], [-0.025471, -0.887333, -1.201174], [0.400705, -1.410602, 0.066924], [1.081984, -0.265560, 0.618323], [-0.487269, -1.357331, 0.619926], [-0.390635, 1.128162, -1.966834], [-0.349137, -1.593176, -1.955080], [1.179529, -0.340125, 1.623914]], "forces_ev_per_a": [[0.6, 0.6, -0.6], [-0.4, 0.2, 0.5], [-0.3, -0.3, 0.1], [-0.1, -0.1, 0.1], [-0.1, 0.1, -0.1], [0.0, -0.1, -0.2], [-0.2, 0.3, 0.3], [0.4, -0.8, -0.3], [0.1, -0.1, 0.1], [0.0, 0.2, 0.1], [-0.1, 0.0, 0.0]], "mulliken_charge": [-0.283, -0.318, 0.299, -0.184, -0.369, -0.443, -0.206, 0.346, 0.400, 0.402, 0.356], "lumo_energy_ev": -0.798, "e_homo_ev": -9.51, "homo_lumo_gap_ev": 8.711, "total_energy_ha": -302.20437, "max_force_ha_per_bohr": 0.0199, "charge": 0}

---

{"formula": "C7H6O", "method": "ωB97M-V/def2-TZVPD", "elements": ["C", "C", "C", "C", "C", "C", "C", "H", "H", "H", "H", "H", "H", "O"], "coordinates": [[-1.934030, 0.491603, -0.128749], [-0.772992, 0.004134, -0.088722], [-0.783732, -1.409039, 0.172317], [0.512419, -1.935469, 0.057944], [1.449683, -0.594170, -0.100040], [0.649046, 0.696745, -0.326262], [1.219762, 1.922805, 0.278454], [-2.780970, -0.247268, -0.145258], [-2.114815, 1.603905, -0.749213], [-1.868952, -1.635781, 0.187431], [0.781548, -2.916467, 0.339486], [0.651368, 2.938750, 0.725264], [2.297374, 1.712475, -0.025925], [2.694288, -0.632223, -0.196730]], "forces_ev_per_a": [[-5.8, 5.3, -3.9], [4.7, 1.2, -0.1], [3.4, -0.8, -1.1], [-2.7, 4.6, 1.0], [3.7, -1.7, -2.0], [-1.8, 0.4, 5.3], [-2.1, -3.0, -2.8], [0.4, 1.5, 0.4], [0.3, -3.2, 2.5], [1.3, -1.7, 0.5], [0.8, -0.8, -0.2], [1.8, -3.2, -1.7], [-0.8, 1.5, 1.4], [-3.2, -0.1, 0.7]], "mulliken_charge": [-0.506, 0.721, -0.356, -0.819, 0.709, -0.266, -0.580, 0.257, 0.198, 0.232, 0.417, 0.272, 0.322, -0.600], "smiles": "C=C1C=CC(=O)C1=C", "lumo_energy_ev": -0.598, "e_homo_ev": -9.16, "homo_lumo_gap_ev": 8.563, "total_energy_ha": -345.35559, "max_force_ha_per_bohr": 0.1713, "charge": 0}

---

{"formula": "C3H11NO2S", "method": "ωB97M-V/def2-TZVPD", "elements": ["C", "O", "C", "C", "S", "N", "H", "H", "H", "H", "H", "H", "H", "H", "H", "H", "H", "O"], "coordinates": [[-0.471234, 0.096930, -2.551334], [0.401993, 1.198643, -2.886110], [-0.559135, -0.054678, -0.937008], [-1.204272, -1.443162, -0.422534], [-1.094975, -1.908669, 1.388117], [0.803311, 0.194262, -0.640520], [-0.045096, -0.797711, -3.018061], [-1.511671, 0.277917, -2.942963], [1.022049, 1.276238, -2.170515], [-1.199275, 0.772562, -0.745581], [-2.241071, -1.487428, -0.682755], [-0.585570, -2.257245, -0.789879], [0.187732, -1.745062, 1.264233], [1.378616, -0.613367, -0.867792], [0.762583, 0.324906, 0.389527], [1.113501, 2.782103, 5.214419], [1.934201, 1.472766, 5.494566], [1.308315, 1.910994, 4.904189]], "forces_ev_per_a": [[-0.7, 0.1, 0.4], [-2.0, -0.6, -0.9], [-0.8, -1.7, -3.3], [1.5, 1.1, 0.2], [-0.9, 1.0, -0.7], [0.3, 0.2, 3.5], [-0.2, -0.2, 0.1], [1.2, 0.0, 0.1], [0.5, 0.0, 0.9], [-0.3, 0.8, 1.2], [-0.5, -0.3, -0.4], [-0.5, 0.0, -0.9], [1.3, -0.1, 0.5], [0.0, 0.0, 0.2], [1.2, -0.1, -0.7], [0.1, 0.7, 0.6], [-0.2, 0.5, 0.0], [0.1, -1.2, -0.6]], "mulliken_charge": [-0.671, -0.530, 0.220, -0.893, -0.165, -0.642, 0.311, 0.310, 0.389, 0.322, 0.411, 0.330, 0.081, 0.244, 0.282, 0.317, 0.322, -0.639], "smiles": "N[C@@H](CO)CS.O", "lumo_energy_ev": 0.703, "e_homo_ev": -9.21, "homo_lumo_gap_ev": 9.917, "total_energy_ha": -724.27137, "max_force_ha_per_bohr": 0.0744, "charge": 0}

---

{"formula": "F2HO4PS2", "method": "ωB97M-V/def2-TZVPD", "elements": ["O", "O", "O", "O", "F", "F", "P", "S", "S", "H"], "coordinates": [[-2.664041, -0.011759, -0.807384], [-1.024861, 1.510551, 0.208019], [2.733121, -0.402199, -0.000570], [1.542044, 1.642445, -0.660509], [-1.593779, -0.732754, 1.225167], [0.660647, 0.279281, 1.587604], [0.074861, -0.951901, -1.161863], [-1.447353, 0.203239, -0.106440], [1.522429, 0.316290, -0.178535], [0.196934, -1.853191, -0.105485]], "forces_ev_per_a": [[0.0, -0.2, -0.2], [-0.3, 0.1, 0.1], [-0.2, -0.3, 0.2], [-0.4, 0.2, 0.1], [0.1, 1.2, -1.3], [2.4, 0.0, -3.2], [0.0, 0.7, 0.1], [-1.6, -1.1, 0.9], [0.0, -0.2, 3.0], [0.0, -0.3, 0.2]], "mulliken_charge": [-0.533, -0.404, -0.475, -0.391, -0.187, -0.419, 0.096, 1.055, 1.052, 0.207], "smiles": "O=S(=O)(F)PS(=O)(=O)F", "lumo_energy_ev": -2.046, "e_homo_ev": -12.39, "homo_lumo_gap_ev": 10.346, "total_energy_ha": -1638.92014, "max_force_ha_per_bohr": 0.0779, "charge": 0}

---

{"formula": "C3H3N3O2", "method": "ωB97M-V/def2-TZVPD", "elements": ["C", "C", "C", "H", "H", "H", "N", "N", "N", "O", "O"], "coordinates": [[0.655093, 0.824064, 1.468477], [0.257093, -0.665035, -0.448883], [0.123516, 0.744655, 0.123341], [1.732100, 1.228353, 1.441225], [0.090988, 1.703948, 1.959949], [1.193978, -2.355912, 0.551629], [1.040390, -1.215678, 0.537084], [-0.585178, -0.882628, -1.501201], [-0.567604, 1.422745, -0.810326], [0.020451, -0.549752, 1.902885], [-1.076016, 0.391058, -1.701551]], "forces_ev_per_a": [[-2.1, 2.3, 1.2], [-2.3, 2.3, 0.3], [-2.1, -1.0, -7.1], [-1.0, -2.1, 0.7], [0.6, -1.7, -0.1], [-1.3, 3.5, 0.3], [-0.4, -4.6, 1.4], [2.7, 1.7, 3.5], [0.3, -2.5, 2.5], [4.8, 1.2, -2.5], [0.8, 0.9, -0.3]], "mulliken_charge": [-0.262, 0.404, 0.494, 0.224, 0.330, 0.310, -0.346, -0.318, -0.420, -0.347, -0.070], "lumo_energy_ev": -1.570, "e_homo_ev": -9.84, "homo_lumo_gap_ev": 8.267, "total_energy_ha": -430.55409, "max_force_ha_per_bohr": 0.1446, "charge": 0}

---

{"formula": "C22H27ClN4O5S", "method": "ωB97M-V/def2-TZVPD", "elements": ["C", "N", "C", "O", "C", "C", "C", "C", "C", "C", "Cl", "H", "H", "S", "O", "O", "N", "C", "H", "H", "H", "C", "H", "H", "H", "H", "C", "H", "H", "C", "O", "N", "C", "C", "C", "C", "C", "C", "H", "H", "N", "C", "H", "C", "H", "O", "C", "C", "H", "H", "H", "H", "H", "H", "H", "H", "H", "H", "H", "H"], "coordinates": [[2.484360, 1.863368, -0.836894], [2.255737, 0.446799, -0.982734], [1.862311, -0.375578, 0.003642], [1.547092, -1.539582, -0.192148], [1.822691, 0.201934, 1.390299], [2.961285, 0.271347, 2.181311], [2.860994, 0.719921, 3.483776], [1.643670, 1.091788, 4.023284], [0.499803, 1.022911, 3.245951], [0.595426, 0.584077, 1.932390], [-0.813484, 0.522198, 0.935745], [-0.460412, 1.304240, 3.647816], [1.603700, 1.411406, 5.052223], [4.363672, 0.931086, 4.449483], [4.032553, 0.874714, 5.839257], [5.371319, 0.061790, 3.926699], [4.833588, 2.498159, 4.109697], [5.287296, 2.716454, 2.760843], [5.923244, 3.601473, 2.732841], [4.453613, 2.854103, 2.058694], [5.870971, 1.846445, 2.471859], [3.986914, 3.523636, 4.662530], [3.692635, 3.197773, 5.656616], [4.551119, 4.453093, 4.741435], [3.092213, 3.699497, 4.050415], [3.921937, -0.041234, 1.803388], [2.258684, -0.054740, -2.347626], [2.988580, 0.507684, -2.930934], [2.525865, -1.113630, -2.329948], [0.858038, 0.139008, -2.960144], [0.629327, 1.021937, -3.760959], [-0.028953, -0.738333, -2.449421], [-1.416248, -0.793178, -2.638020], [-2.100373, 0.007530, -3.546960], [-3.468688, -0.097593, -3.670230], [-4.212515, -1.007875, -2.908672], [-3.509854, -1.800570, -1.994545], [-2.140954, -1.691269, -1.862081], [-1.622222, -2.316732, -1.148784], [-4.022336, -2.522452, -1.378577], [-5.596361, -1.033545, -3.025679], [-6.211251, -1.017567, -4.339593], [-5.592058, -0.478124, -5.052457], [-6.424469, -2.455058, -4.837935], [-6.962630, -2.462318, -5.787102], [-7.209666, -3.204491, -3.937606], [-6.616846, -3.242911, -2.656915], [-6.407908, -1.820870, -2.120512], [-5.965302, -1.833571, -1.125875], [-7.385845, -1.329535, -2.055876], [-7.302201, -3.806651, -2.021848], [-5.651326, -3.769289, -2.710840], [-5.442786, -2.937909, -4.971335], [-7.181645, -0.516211, -4.257165], [-3.971333, 0.561200, -4.361015], [-1.557002, 0.719501, -4.145219], [0.326148, -1.388964, -1.752137], [2.233200, 2.187424, 0.170259], [3.532698, 2.098037, -1.039316], [1.860448, 2.405266, -1.550756]], "forces_ev_per_a": [[0.0, 0.4, 0.0], [0.1, -0.1, -0.1], [0.2, 0.1, 0.1], [-0.1, -0.3, 0.1], [-0.2, -0.1, 0.2], [-0.1, -0.1, -0.2], [0.6, 0.1, 0.4], [-0.1, 0.0, 0.1], [0.0, 0.0, -0.1], [0.3, 0.0, 0.1], [-0.1, 0.0, 0.0], [-0.1, 0.0, 0.0], [-0.1, 0.1, 0.1], [0.0, 0.3, -0.1], [-0.3, 0.2, 0.0], [-0.1, 0.0, -0.3], [-0.1, -1.0, 0.4], [0.2, -0.1, -0.4], [0.0, 0.0, 0.0], [0.0, 0.0, 0.0], [0.1, 0.1, -0.2], [-0.3, 0.2, 0.3], [-0.1, 0.2, 0.1], [0.0, 0.0, 0.0], [0.0, 0.0, 0.0], [0.1, -0.1, -0.1], [-0.1, -0.2, -0.2], [-0.1, 0.0, 0.0], [0.0, 0.1, 0.0], [0.6, -0.1, 0.2], [-0.1, 0.2, -0.2], [0.0, -0.4, 0.2], [-0.4, 0.1, 0.0], [0.2, 0.0, -0.1], [-0.1, -0.2, 0.1], [0.4, 0.1, 0.1], [-0.2, 0.0, -0.1], [0.2, 0.2, -0.1], [0.1, -0.1, 0.1], [-0.1, -0.1, 0.0], [-0.4, 0.1, 0.1], [-0.1, -0.4, -0.3], [-0.1, 0.0, 0.0], [0.1, 0.3, -0.2], [0.1, 0.0, 0.0], [-0.1, 0.0, 0.0], [0.1, 0.2, 0.3], [0.0, -0.3, -0.1], [0.0, 0.0, 0.0], [0.0, -0.1, 0.1], [0.1, 0.0, 0.0], [-0.1, 0.0, 0.0], [-0.1, 0.0, 0.0], [0.1, 0.0, -0.1], [-0.1, 0.1, 0.0], [0.0, 0.0, 0.0], [0.1, 0.2, -0.1], [0.0, 0.0, -0.1], [0.0, 0.0, 0.0], [0.0, 0.0, 0.1]], "mulliken_charge": [-1.002, 0.256, 0.354, -0.750, -0.817, 0.046, -0.155, -0.434, -0.728, 0.759, -0.150, 0.486, 0.530, 1.190, -0.708, -0.699, 0.032, -0.832, 0.348, 0.255, 0.312, -0.874, 0.319, 0.326, 0.313, 0.607, -1.269, 0.481, 0.400, 0.775, -0.660, 0.002, 0.347, -0.812, -0.472, 1.159, -0.299, -1.187, 0.404, 0.263, -0.054, -0.688, 0.331, -0.574, 0.388, -0.413, -0.369, -1.002, 0.477, 0.373, 0.355, 0.317, 0.306, 0.332, 0.406, 0.509, 0.162, 0.362, 0.298, 0.365], "smiles": "CN(CC(=O)Nc1ccc(N2CCOCC2)cc1)C(=O)c1cc(S(=O)(=O)N(C)C)ccc1Cl", "lumo_energy_ev": 0.184, "e_homo_ev": -7.32, "homo_lumo_gap_ev": 7.506, "total_energy_ha": -2308.14692, "max_force_ha_per_bohr": 0.0210, "charge": 0}